{
  "formula": "C36H98AsF6N14O14",
  "method": "ωB97M-V/def2-TZVPD",
  "homo_energy_ha": [0.020, -0.132],
  "spin_multiplicity": 2,
  "charge": -2,
  "fmax_ev_per_a": 12.96,
  "lumo_ev": [3.582, 3.581],
  "elements": ["As", "F", "F", "F", "F", "F", "F", "C", "C", "C", "O", "C", "N", "H", "H", "H", "H", "H", "H", "H", "H", "H", "H", "H", "C", "C", "C", "O", "C", "N", "H", "H", "H", "H", "H", "H", "H", "H", "H", "H", "H", "C", "O", "C", "C", "N", "C", "C", "O", "C", "H", "H", "H", "H", "H", "H", "H", "H", "H", "H", "H", "H", "H", "H", "H", "C", "O", "C", "C", "N", "C", "C", "O", "C", "H", "H", "H", "H", "H", "H", "H", "H", "H", "H", "H", "H", "H", "H", "H", "C", "O", "C", "C", "N", "C", "C", "O", "C", "H", "H", "H", "H", "H", "H", "H", "H", "H", "H", "H", "H", "H", "H", "H", "C", "O", "C", "C", "N", "C", "C", "O", "C", "H", "H", "H", "H", "H", "H", "H", "H", "H", "H", "H", "H", "H", "H", "H", "C", "O", "N", "N", "H", "H", "H", "H", "C", "O", "N", "N", "H", "H", "H", "H", "C", "O", "N", "N", "H", "H", "H", "H", "C", "O", "N", "N", "H", "H", "H", "H"],
  "xyz": [[-0.46927, -1.07814, -0.04315], [-0.12697, -1.65829, -1.72282], [-2.17477, -0.77274, -0.43609], [-0.62716, -0.24789, 1.48502], [1.23514, -1.50275, 0.45830], [-0.03421, 0.53641, -0.86657], [-0.88437, -2.78809, 0.49869], [-6.70280, -5.45579, 2.55139], [-5.58096, -5.68610, 1.42321], [-5.73270, -4.91316, 0.10543], [-5.76410, -3.51540, 0.48282], [-4.99428, -2.64398, -0.37045], [-4.32531, -5.50926, 1.98964], [-6.60484, -4.41330, 2.85427], [-6.43092, -6.19402, 3.30584], [-7.66356, -5.57764, 2.05120], [-5.66341, -6.75338, 1.21778], [-6.58762, -5.22662, -0.49370], [-4.86382, -5.24443, -0.46325], [-5.40051, -2.94026, -1.33756], [-3.98027, -2.91710, -0.07842], [-5.20762, -1.59751, -0.15255], [-4.26588, -6.21253, 2.71212], [-4.23936, -4.58841, 2.39554], [-3.90345, -1.91791, 2.92533], [-3.40290, -2.78972, 4.13653], [-2.00966, -2.33239, 4.69327], [-1.34421, -3.11627, 5.72380], [-1.02181, -4.44975, 5.43635], [-4.46031, -2.61053, 5.10957], [-3.06100, -1.77058, 2.24955], [-4.20546, -0.88518, 3.09951], [-4.84123, -2.39399, 2.63896], [-3.24668, -3.80364, 3.76819], [-2.19570, -1.34719, 5.12091], [-1.25481, -2.28001, 3.90869], [-1.78447, -5.19177, 5.20001], [-0.50765, -4.97604, 6.24057], [-0.25991, -4.39905, 4.65851], [-4.07389, -3.06645, 5.92377], [-4.61720, -1.62889, 5.28805], [-5.98032, 2.34084, -4.76203], [-5.17554, 2.74521, -3.72516], [-4.10523, 3.54010, -4.24238], [-3.03743, 3.94069, -3.16669], [-3.71584, 4.70543, -2.07688], [-3.21363, 4.56414, -0.73137], [-1.84275, 5.15275, -0.45060], [-0.92428, 4.52697, -1.27661], [-0.30895, 3.33857, -0.73050], [-6.45750, 3.23633, -5.16015], [-6.76249, 1.65660, -4.43321], [-5.48973, 1.91508, -5.63733], [-4.53321, 4.44006, -4.68396], [-3.55320, 3.12915, -5.08765], [-2.16617, 4.45014, -3.57835], [-2.60136, 3.04685, -2.72059], [-4.70400, 4.52526, -2.18261], [-3.29936, 3.51678, -0.44190], [-3.95234, 5.09637, -0.13210], [-1.60675, 5.08058, 0.61110], [-1.98312, 6.21315, -0.66025], [0.44496, 3.32355, 0.05659], [0.20192, 2.85111, -1.56086], [-1.12297, 2.70587, -0.37672], [7.28690, -0.97109, -3.95078], [6.26842, -1.99223, -3.62606], [5.98829, -2.94189, -4.68315], [5.04854, -3.97434, -4.06444], [3.85490, -3.33851, -3.30875], [3.00618, -4.56506, -3.08000], [1.58816, -4.27840, -2.60446], [1.01756, -5.52041, -2.21586], [-0.27964, -5.46391, -1.71941], [7.03153, -0.57158, -4.93225], [8.33503, -1.26843, -3.91718], [7.14449, -0.23065, -3.16365], [6.93851, -3.34635, -5.03184], [5.46017, -2.39570, -5.46473], [5.62865, -4.81991, -3.69488], [4.69403, -4.47490, -4.96547], [3.44651, -2.83534, -4.08344], [3.49889, -5.30012, -2.44359], [2.86130, -4.85418, -4.12092], [1.04973, -3.94760, -3.49258], [1.76623, -3.57836, -1.78817], [-1.03417, -5.23631, -2.47239], [-0.22311, -4.64183, -1.00590], [-0.36823, -6.46632, -1.30055], [-0.92325, 1.33826, 3.95613], [-1.44325, 2.47612, 3.24607], [-0.93008, 3.75551, 3.57612], [-1.94497, 4.17195, 4.66058], [-3.43319, 4.24725, 4.26069], [-3.66147, 4.98748, 3.05511], [-3.01337, 6.37707, 2.92029], [-3.38539, 6.66806, 1.61108], [-3.32729, 8.06213, 1.33350], [-1.75504, 0.63405, 3.93815], [-0.86031, 1.63968, 5.00173], [0.04228, 1.07934, 3.52159], [-0.78369, 4.48168, 2.77652], [0.08318, 3.68670, 3.97195], [-1.73729, 5.18186, 5.01422], [-1.75193, 3.45844, 5.46166], [-3.79051, 3.31528, 4.10625], [-4.74581, 5.07413, 2.98590], [-3.34681, 4.49600, 2.13449], [-1.92570, 6.36091, 2.98962], [-3.56060, 6.96085, 3.66045], [-2.38212, 8.57802, 1.50264], [-4.16935, 8.37873, 1.94897], [-3.51219, 8.33523, 0.29459], [10.55128, 1.72519, -0.94912], [9.92947, 2.38689, -2.03216], [9.49547, 3.66906, -1.70286], [8.04691, 3.72600, -1.14155], [7.06176, 3.59463, -2.22465], [5.74297, 3.50488, -1.61868], [4.68261, 3.19638, -2.71798], [3.77948, 2.24776, -2.15895], [2.74444, 1.91210, -3.11593], [11.57444, 2.04604, -0.75340], [10.62300, 0.68912, -1.28005], [9.99964, 1.72308, -0.00902], [9.48887, 4.38476, -2.52495], [10.21447, 4.20876, -1.08652], [8.00294, 4.64144, -0.55152], [7.90575, 3.03027, -0.31442], [7.12131, 4.31457, -2.93051], [5.49250, 4.45167, -1.14019], [5.65052, 2.77805, -0.81167], [5.21704, 2.77608, -3.56993], [4.27013, 4.19773, -2.84155], [2.19207, 1.04174, -2.76172], [3.30122, 1.48582, -3.95043], [2.06183, 2.67277, -3.49477], [-1.73140, -0.64190, -4.98564], [-1.79521, -0.66334, -6.20951], [-0.78084, -1.24072, -4.35807], [-2.47963, 0.13402, -4.23034], [-0.86518, -1.40922, -3.36580], [0.05874, -1.62536, -4.76705], [-2.22521, 0.68038, -3.41987], [-3.26700, 0.37120, -4.81676], [3.35641, 1.46334, 1.25699], [4.06888, 0.91539, 2.07719], [3.36228, 2.72286, 1.07337], [2.48647, 0.89191, 0.51169], [3.76728, 3.25475, 1.83045], [2.87407, 3.32136, 0.42256], [2.14040, -0.05691, 0.50281], [2.12023, 1.55407, -0.15727], [2.32116, -2.09009, 3.52517], [3.18960, -1.28930, 3.34447], [2.28483, -2.75251, 4.57487], [1.42345, -2.36431, 2.78396], [1.82334, -3.64150, 4.44517], [3.07321, -2.60599, 5.18895], [0.52171, -2.52062, 3.21119], [1.35380, -1.89954, 1.88996], [-0.90027, -5.78757, 1.75661], [-0.95661, -6.72215, 2.50922], [-1.84729, -5.14479, 1.11066], [0.19424, -5.02255, 1.52921], [-2.77809, -5.44845, 1.35865], [-1.59304, -4.30950, 0.60297], [0.99381, -5.24840, 2.10347], [0.07374, -4.14310, 1.04739]],
  "forces_ev_per_a": [[-0.389, 1.732, -2.155], [0.228, -1.359, -1.745], [-1.857, 0.199, -0.364], [-0.467, 0.988, 2.516], [2.174, -0.297, -0.700], [0.336, 0.764, 0.090], [-0.665, -1.391, 0.626], [1.217, 0.409, -2.472], [-3.379, -0.547, 0.067], [0.412, 0.543, 1.501], [-0.780, -0.895, 0.271], [-0.663, -1.499, 0.670], [0.934, -0.100, 0.846], [-0.067, -0.164, 0.472], [-0.630, 0.266, 0.271], [-0.301, -0.318, 0.541], [-0.054, -0.200, -0.537], [-0.485, 0.252, 0.171], [0.418, 0.700, -0.247], [1.078, 0.605, -0.696], [0.442, 0.602, -1.149], [-0.013, -0.205, 0.135], [0.651, 0.222, 0.421], [-0.007, 0.120, 0.154], [1.259, -0.456, 0.682], [0.629, 2.405, -0.763], [0.213, -0.679, -0.375], [-1.953, 0.269, 1.046], [1.200, -0.301, -0.755], [0.211, -1.810, 0.551], [-0.484, -0.615, -0.930], [0.148, 0.149, 1.040], [0.406, -0.177, -0.950], [-0.533, -0.210, 0.319], [0.446, 0.018, 0.178], [-0.360, 0.359, -0.519], [-0.659, 0.588, -0.562], [0.068, 0.805, 0.718], [-0.188, -0.574, -0.637], [-0.572, 0.247, 0.842], [0.229, 0.047, 0.093], [-1.315, 0.400, -0.958], [1.981, -0.176, 0.406], [1.261, 1.084, 0.672], [-1.640, -0.540, 0.900], [0.970, 0.621, -2.160], [-1.519, -0.416, 0.602], [-1.537, -0.267, -0.083], [2.284, 0.307, 0.147], [-1.105, -0.736, -0.945], [-0.541, 0.218, -0.269], [0.192, -0.002, 0.268], [0.570, -0.392, 0.172], [-0.284, 0.489, 0.166], [-0.155, -0.942, 0.010], [-0.368, 0.344, -0.325], [-0.070, -0.482, -0.076], [0.077, -0.066, 0.605], [0.464, -0.380, 0.328], [0.138, 0.014, 0.337], [0.102, -0.221, 0.107], [0.721, 0.231, -0.391], [-0.040, 1.281, 0.471], [-0.398, -0.070, -0.091], [0.274, -0.384, -0.045], [-1.996, -0.810, 0.540], [1.774, 0.473, -0.680], [-0.119, 1.471, 2.249], [-0.143, 0.887, -1.358], [2.265, -2.586, -0.021], [-0.660, 1.007, -1.624], [1.139, -0.735, 0.144], [1.803, -0.016, -1.164], [0.681, 0.474, 0.561], [0.203, 0.307, -0.066], [-0.030, -0.662, -0.096], [0.014, 0.181, -0.260], [-0.108, -0.370, -0.320], [0.091, 0.022, -0.450], [-0.255, 0.453, 1.572], [-0.745, -0.201, -0.401], [-0.533, 0.423, 0.123], [0.089, 0.161, -0.160], [0.126, -1.601, 0.093], [-0.391, 0.906, 0.390], [-1.207, 0.352, 0.161], [-0.142, -0.089, -0.250], [-0.943, -0.343, 0.378], [-0.829, 0.340, 0.393], [-0.617, 1.716, 0.030], [0.152, 0.026, -1.634], [-0.873, -0.882, 1.346], [-0.658, 1.215, -0.693], [2.410, -0.410, 1.203], [0.355, -0.178, -0.561], [-1.385, -1.749, 0.355], [0.734, 1.278, -1.532], [-0.970, -0.221, 0.163], [0.659, -0.496, -0.529], [0.557, -0.145, 0.384], [-0.258, -0.679, 0.174], [-0.721, -0.465, -0.711], [0.131, -0.160, 0.529], [0.217, 0.055, 0.356], [-0.678, 0.176, 0.190], [0.201, -0.210, 0.067], [-0.063, 0.460, -0.241], [0.141, -0.583, -0.048], [-0.002, 0.237, 0.505], [0.566, 0.896, 0.130], [0.239, -0.296, 0.851], [0.261, 1.380, -0.009], [-0.434, -0.814, -0.196], [0.017, -0.982, -0.519], [0.342, 0.181, 0.003], [-1.123, 1.064, 0.540], [1.468, 0.462, -0.500], [0.537, -1.214, 1.903], [-0.772, 0.064, -0.971], [0.788, -0.110, 2.375], [-1.173, 1.147, -0.967], [1.278, -1.560, -0.085], [0.113, 0.496, -0.070], [-0.005, -0.093, 0.160], [-0.315, 0.288, -0.047], [-0.012, -0.658, -1.000], [0.125, -0.385, 0.899], [-0.335, 0.897, -0.264], [-0.252, -0.813, -0.598], [0.096, 0.236, 0.239], [-0.220, 0.348, 0.188], [0.469, -0.399, -0.291], [-0.247, 0.150, -0.379], [-0.822, -0.226, -1.040], [-0.214, 0.355, 0.592], [-0.112, 0.178, -0.637], [0.222, 0.513, 0.510], [1.954, 0.653, -2.207], [-1.119, -0.109, -1.438], [2.897, -2.418, 2.650], [-3.300, 1.304, 0.281], [0.362, 0.196, 0.429], [-0.661, 0.135, -0.404], [0.107, -0.560, -0.047], [-0.214, 0.847, 0.751], [1.126, -4.601, 2.159], [1.098, 0.135, 0.881], [1.514, 8.619, 0.438], [-2.785, -1.190, -3.266], [0.247, -0.191, -0.243], [-0.246, -0.865, -0.077], [0.453, -0.050, 0.156], [-0.732, -1.021, -0.170], [6.672, 4.851, 1.169], [3.013, 2.575, -0.887], [0.147, -5.082, 8.605], [-9.974, -2.177, -7.986], [0.445, -0.148, 0.989], [-0.295, -0.523, 0.056], [0.095, -0.402, -0.349], [0.059, 0.063, -0.057], [1.688, 3.433, -0.783], [-0.459, -2.349, 1.319], [-2.842, -1.286, -0.785], [2.887, -1.324, 1.030], [-0.329, 0.393, -0.808], [-0.727, 0.000, 0.148], [0.104, 0.461, -0.433], [0.660, 0.088, 0.444]]
}